(1)
Below is a cluster of 5 separate species, CH14NO4 in total in a non-equilibrium geometry, with properties calculated with ωB97M-V/def2-TZVPD.

XYZ file:
```
20
Properties=species:S:1:pos:R:3:forces:R:3
C -0.44936 -0.56279 -0.77910 1.311 -0.897 -1.217
N -0.83758 -0.57602 0.64577 -0.763 0.643 -0.572
H -0.07350 0.35064 -1.23058 -0.704 0.629 0.770
H -1.22939 -0.98325 -1.40286 -0.160 0.005 0.122
H 0.45145 -1.17542 -0.86800 -0.386 -0.415 0.104
H 0.00030 -0.35846 1.21062 -0.253 -0.236 0.426
H -1.57593 0.12630 0.82112 0.259 0.262 0.231
H -1.36063 -1.48264 0.89564 0.713 0.103 0.131
H 1.20422 -3.58960 -0.02942 -0.202 0.039 -0.004
H 2.34082 -3.08753 0.82112 0.122 0.118 0.155
O 1.44302 -2.86321 0.55853 0.081 -0.140 -0.113
H 0.61125 -0.62539 -4.79603 -0.192 -0.128 -0.296
H 0.92190 0.64887 -4.01072 0.130 -0.646 -0.040
O 1.09998 -0.30955 -4.03869 0.036 0.779 0.372
H -1.72888 1.45720 3.52352 0.209 -0.527 0.295
H -2.43258 2.75282 3.19814 0.220 -0.451 -0.453
O -1.98420 1.99266 2.77370 -0.314 0.962 0.045
H 0.20447 2.57833 1.39942 -0.833 0.500 1.045
H 1.41643 2.69965 0.50750 0.271 0.140 -0.064
O 0.66136 2.14426 0.70082 0.456 -0.741 -0.937
```
Forces are in eV/Å.

**ΔE to the lowest compared entry with this formula, charge and spin**: 0.459 eV
**Net charge**: 0
**Strongest force on any atom**: 2.00 eV Å⁻¹
**Frontier orbital gap (alpha / beta)**: 3.51 / 12.06 eV
**Multiplicity**: 2
**<S²>**: 0.75

(2)
Below is an isolated molecule of C5H7NO, with properties calculated with ωB97M-V/def2-TZVPD.

XYZ file:
```
14
Properties=species:S:1:pos:R:3:forces:R:3
C 2.64477 1.17426 -0.30651 -0.320 -0.377 -0.004
C 1.88305 0.24223 -0.36307 0.322 0.396 0.012
C 0.95553 -0.89000 -0.46829 0.007 -0.054 -0.049
C -0.28729 -0.75861 0.41708 0.018 -0.143 0.065
N -0.99852 0.48442 0.21199 -0.065 0.050 0.054
C -2.35674 0.52632 0.17416 -0.046 -0.089 -0.013
O -3.08332 -0.44630 0.11911 0.213 0.308 0.055
H 3.34095 1.98377 -0.27254 -0.149 -0.136 0.022
H 1.48033 -1.80983 -0.18448 -0.056 0.126 -0.072
H 0.65251 -1.00027 -1.51516 0.023 0.042 0.115
H -0.99118 -1.55994 0.18207 0.135 0.073 0.062
H -0.00483 -0.85661 1.47280 0.013 0.000 -0.130
H -0.49125 1.34939 0.33320 -0.094 -0.092 -0.018
H -2.74399 1.56117 0.19964 -0.001 -0.103 -0.099
```
Forces are in eV/Å.

**ΔE to the lowest compared entry with this formula, charge and spin**: 1.723 eV
**Net charge**: 0
**Strongest force on any atom**: 0.51 eV Å⁻¹
**Frontier orbital gap**: 10.71 eV
**Multiplicity**: 1

E in Ha, matching the order above: -402.0704 -324.6612